Entry 1:
Density functional theory data (ωB97M-V/def2-TZVPD) for a structure of composition C18H16Br18Cl2O2.

Structure (XYZ):
```
56
C18H16Br18Cl2O2 (ωB97M-V/def2-TZVPD)
C -1.9328 -4.1531 0.1360
C -1.1181 -3.4901 -0.4361
C -0.0818 -2.5076 -0.8212
C 0.1036 -1.3921 0.1825
C 0.8173 -0.3130 -0.1420
C 1.0300 0.7604 0.9065
O 1.0287 1.9397 0.6577
C 1.2029 0.2216 2.2976
C 0.4898 -0.8480 2.6347
C 0.5565 -1.5545 3.9744
Cl 0.2986 -3.3268 3.6289
C 1.9355 -1.4371 4.6690
C 2.0700 -2.4611 5.8258
Cl 3.2731 -1.8047 3.5185
C -0.4692 -1.3853 1.5805
O -1.5869 -1.7088 1.8736
H -2.6820 -4.6182 0.7333
H 0.8420 -3.0883 -0.9198
H -0.3321 -2.1180 -1.8123
H 1.2886 -0.1930 -1.1121
H 1.8854 0.6852 3.0016
H -0.2550 -1.2272 4.6243
H 2.0092 -0.4136 5.0396
H 1.0957 -2.7527 6.2163
H 2.5930 -3.3281 5.4342
H 2.6674 -1.9856 6.6056
C -3.0466 1.3671 -2.0105
Br -2.9325 3.1066 -2.8404
Br -1.4340 0.9092 -1.0436
Br -4.6069 1.2107 -0.8945
H -3.1525 0.6440 -2.8068
C -6.0560 -1.2522 -4.3926
Br -5.8886 0.4894 -5.2008
Br -4.4531 -1.7481 -3.4471
Br -7.6111 -1.3702 -3.2624
H -6.1870 -1.9655 -5.1938
C 4.6101 2.8679 0.0334
Br 4.9795 3.0957 1.9138
Br 5.6642 4.0641 -1.0413
Br 4.8131 1.0305 -0.5118
H 3.5716 3.1301 -0.1201
C 5.2429 1.0477 -5.0637
Br 3.6900 0.7768 -3.9524
Br 6.1134 2.7218 -4.6901
Br 6.4664 -0.4354 -4.9408
H 4.8968 1.0917 -6.0863
C -11.9477 -1.7746 -2.7950
Br -13.6634 -1.0091 -2.3726
Br -10.6570 -1.4362 -1.4047
Br -12.0817 -3.6534 -3.1970
H -11.5892 -1.2821 -3.6879
C 7.5908 6.1441 2.1115
Br 7.6626 6.2168 4.0356
Br 7.9461 7.8629 1.3168
Br 8.7502 4.7800 1.4070
H 6.5797 5.8700 1.8408
```

- LUMO level: -1.04 eV

=====

Entry 2:
Density functional theory data (ωB97M-V/def2-TZVPD) for an isolated molecule of C18H16BrN3O.

Structure (XYZ):
```
39
C18H16BrN3O (ωB97M-V/def2-TZVPD)
C -1.8370 2.0596 -4.9837
C -1.3040 2.6777 -3.6244
C -2.3752 3.5841 -2.9665
C -0.8886 1.4782 -2.6329
C 0.1896 0.6959 -2.9417
C 0.5299 -0.4120 -2.2053
C 0.0666 -0.4329 -0.9032
C -1.0439 0.2738 -0.5536
C -1.4381 1.2750 -1.3650
C -1.5204 -0.1333 0.7226
N -2.6503 0.1827 1.2555
C -2.8194 -0.4388 2.4007
N -3.9672 -0.2571 3.0751
N -2.1109 -1.2596 3.0932
C -0.8394 -1.4939 2.5735
C 0.1578 -2.3539 3.3198
C -0.0281 -2.8920 4.5486
C 1.1758 -3.6548 4.8556
C 1.9050 -3.5454 3.7389
Br 3.2482 -4.6809 3.3778
O 1.2198 -2.8323 2.7315
C -0.6063 -1.0441 1.2756
C 0.5231 -1.3457 0.2401
H -0.9338 1.6932 -5.5308
H -2.3654 2.7852 -5.6167
H -2.5580 1.2691 -4.7889
H -0.5200 3.3814 -3.9787
H -2.5627 4.4603 -3.5919
H -2.0637 3.9647 -2.0129
H -3.3043 3.0939 -2.7194
H 0.4595 0.8168 -3.9598
H 1.4066 -1.1141 -2.3090
H -2.3507 1.8508 -1.0772
H -4.0274 -1.1483 3.5484
H -4.6547 0.0578 2.4064
H -0.8944 -2.6131 5.2593
H 1.3388 -4.1329 5.7083
H 0.5602 -2.3828 -0.1603
H 1.4612 -0.9733 0.5422
```

- Energy above the lowest of the compared OMol25 structures with the same formula, charge and spin: 53.7 kcal/mol
- SMILES: CC(C)c1ccc2c(c1)-c1nc(N)nc(-c3ccc(Br)o3)c1C2
- LUMO level: -0.14 eV

=====

Entry 3:
Density functional theory data (ωB97M-V/def2-TZVPD) for a cluster of 7 separate species, C18H16Cl24NO7 in total.

Structure (XYZ):
```
66
C18H16Cl24NO7 (ωB97M-V/def2-TZVPD)
O 1.3380 0.8814 5.4201
C 0.4420 0.6558 4.6693
O -0.8530 1.1349 4.9371
C 0.6063 -0.1375 3.2928
C -0.4839 0.4699 2.3264
N -1.6364 -0.2432 2.0738
C -2.6279 0.2668 1.2600
C -2.4826 1.5849 0.6235
C -1.2535 2.3733 0.8699
C -1.0219 3.7960 0.2605
O -0.8640 3.9521 -0.9113
O -1.0476 4.8550 1.1673
C -0.1806 1.7956 1.7501
C 1.1505 2.5927 2.0053
O 2.2691 2.1338 1.2242
C 1.9371 2.0488 -0.1577
O 3.1115 1.9436 -0.9762
C 2.6695 1.9296 -2.3464
C 2.2830 0.4796 -2.8703
O 0.9605 0.4101 -3.4338
H -1.4453 0.3887 5.1518
H 0.3566 -1.2120 3.5256
H 1.6427 -0.0719 2.8779
H -1.7136 -1.1725 2.5345
H -3.5464 -0.3474 1.1195
H -3.2943 2.0127 -0.0093
H -1.5630 4.5229 1.9349
H 1.0249 3.7052 1.8764
H 1.4659 2.4343 3.0800
H 1.4238 3.0131 -0.4448
H 1.3130 1.1367 -0.4140
H 3.4638 2.3265 -3.0440
H 1.7637 2.5879 -2.4888
H 2.4042 -0.2314 -2.0106
H 2.9915 0.2008 -3.7086
H 0.9674 0.6908 -4.3632
C 0.9695 -2.9306 -0.2464
Cl -0.4574 -3.7920 0.3727
Cl 0.6720 -1.1843 -0.1790
Cl 2.3812 -3.3264 0.7468
Cl 1.2681 -3.4144 -1.9198
C 0.9455 -6.2503 -4.7183
Cl 1.2947 -4.5095 -4.7886
Cl 2.2450 -7.1443 -5.5233
Cl 0.8347 -6.7656 -3.0246
Cl -0.5919 -6.5753 -5.5363
C 1.3641 -6.7348 3.4917
Cl 2.1730 -8.0783 2.6693
Cl 0.2091 -7.3739 4.6760
Cl 2.5708 -5.7352 4.3218
Cl 0.5007 -5.7439 2.2971
C -3.3019 -3.5236 4.0413
Cl -2.8498 -2.4361 5.3710
Cl -4.9486 -3.1527 3.5052
Cl -2.1722 -3.2928 2.6833
Cl -3.2186 -5.1995 4.5910
C -0.5466 0.7056 -7.7501
Cl 0.3623 -0.5886 -8.5487
Cl -1.7480 -0.0033 -6.6552
Cl 0.5711 1.7245 -6.8186
Cl -1.3661 1.6937 -8.9693
C -1.7487 8.1295 -0.1771
Cl -3.1542 7.2108 0.4029
Cl -2.0920 9.8629 -0.0600
Cl -0.3310 7.7394 0.8157
Cl -1.4219 7.7035 -1.8656
```

- LUMO level: -4.69 eV
- Total charge: +1

=====

Entry 4:
Density functional theory data (ωB97M-V/def2-TZVPD) for a structure of composition C18H16ClF6N4OPdSSb.

Structure (XYZ):
```
49
C18H16ClF6N4OPdSSb (ωB97M-V/def2-TZVPD)
Pd 0.5784 -0.1445 -0.5246
Cl 6.1103 -0.4187 4.1737
C 5.0887 -0.1856 2.8356
C 5.6490 0.0676 1.5674
C 4.8235 0.2587 0.5073
C 3.3815 0.2060 0.6352
O 2.6985 0.3796 -0.3933
C 2.8284 -0.0487 1.9710
C 1.4094 -0.0936 2.3205
N 0.4364 0.2414 1.5632
C -0.9044 0.2023 2.0210
C -1.2521 0.4615 3.3204
C -2.5884 0.3397 3.7481
C -3.5592 -0.0445 2.8699
C -3.2409 -0.2748 1.5101
C -4.2073 -0.6759 0.5567
C -3.8429 -0.8649 -0.7423
C -2.5047 -0.6288 -1.1083
N -1.5901 -0.2584 -0.2491
C -1.9164 -0.1125 1.0679
C 3.7005 -0.2455 3.0155
H 6.7238 0.0999 1.4566
H 5.2086 0.4354 -0.4874
H 1.1984 -0.4422 3.3327
H -0.4958 0.7791 4.0266
H -2.8338 0.5440 4.7807
H -4.5835 -0.1696 3.1958
H -5.2285 -0.8389 0.8780
H -4.5499 -1.1933 -1.4899
H -2.1775 -0.7532 -2.1335
H 3.3174 -0.4413 4.0090
C -2.0063 3.1025 -4.3463
N -1.3929 2.9983 -3.0304
C -0.4781 2.1178 -2.6377
N -0.1116 1.1321 -3.4549
S 0.2198 2.2927 -1.0757
H -3.0204 3.4757 -4.2289
H -2.0740 2.1298 -4.8267
H -1.4491 3.7812 -4.9925
H -1.5957 3.7226 -2.3597
H -0.5101 0.9978 -4.3679
H 0.6215 0.5037 -3.1703
F 0.1578 -1.6143 -2.3045
Sb 0.5950 -3.3212 -1.4084
F 1.3538 -3.8833 -3.0119
F -1.1445 -3.8459 -1.8400
F 1.0797 -4.8525 -0.4723
F -0.0939 -2.5405 0.2026
F 2.1717 -2.3772 -0.9091
```

- Energy above the lowest of the compared OMol25 structures with the same formula, charge and spin: 1.4 kcal/mol
- 2S+1: 4
- <S²>: 3.8042
- LUMO level (alpha / beta): -3.78 / -5.81 eV
- Total charge: +1

=====

Entry 5:
Density functional theory data (ωB97M-V/def2-TZVPD) for an isolated molecule of C18H16ClNO3.

Structure (XYZ):
```
39
C18H16ClNO3 (ωB97M-V/def2-TZVPD)
O 3.8346 0.0736 2.3059
C 2.6348 0.2170 2.2268
C 1.6733 -0.5706 3.1175
O 0.3537 -0.5645 2.5963
C -0.6507 -0.1949 3.4262
O -0.4760 0.1007 4.5826
C -1.9536 -0.1770 2.7547
C -2.1209 -0.4409 1.4513
C -3.3669 -0.4223 0.7112
C -4.6058 -0.1716 1.3082
C -5.7610 -0.1640 0.5522
C -5.7076 -0.4046 -0.8122
C -4.4874 -0.6555 -1.4189
C -3.3299 -0.6651 -0.6658
N 2.0274 1.0875 1.3986
C 2.7432 1.8181 0.3713
C 2.5022 1.1865 -0.9756
C 1.5719 1.7154 -1.8602
C 1.3123 1.0941 -3.0693
C 1.9870 -0.0725 -3.3902
Cl 1.6655 -0.8563 -4.8979
C 2.9160 -0.6187 -2.5177
C 3.1672 0.0134 -1.3143
H 2.0285 -1.6033 3.1848
H 1.6729 -0.1353 4.1251
H -2.7715 0.0856 3.4080
H -1.2452 -0.6952 0.8664
H -4.6644 0.0137 2.3691
H -6.7113 0.0298 1.0275
H -6.6138 -0.3977 -1.3990
H -4.4403 -0.8451 -2.4810
H -2.3800 -0.8617 -1.1427
H 1.0208 1.0584 1.3317
H 3.8015 1.7677 0.6385
H 2.4121 2.8602 0.3780
H 1.0468 2.6256 -1.6086
H 0.5928 1.5095 -3.7574
H 3.4353 -1.5267 -2.7806
H 3.8859 -0.4047 -0.6255
```

- Energy above the lowest of the compared OMol25 structures with the same formula, charge and spin: 4.0 kcal/mol
- SMILES: O=C(COC(=O)/C=C/c1ccccc1)NCc1ccc(Cl)cc1
- LUMO level: -0.37 eV